[1]
{"formula": "C6H16", "method": "wB97M-V/def2-TZVPD", "homo_lumo_gap_ev": 12.42, "multiplicity": 1, "smiles": "CCC.CCC", "e_above_lowest_kcal_mol": 7.2, "homo_ev": -11.31, "lumo_ev": 1.1164, "molar_mass_g_mol": 88.19, "species": ["C", "C", "C", "H", "H", "H", "H", "H", "H", "H", "H", "C", "C", "C", "H", "H", "H", "H", "H", "H", "H", "H"], "coordinates": [[-0.41910, 1.74532, -0.94186], [-1.74920, 0.98517, -1.13717], [0.61785, 1.39535, -2.01125], [0.05910, 1.56885, 0.02086], [-0.70827, 2.79952, -0.96399], [-1.53336, 0.05140, -1.66222], [-2.27736, 0.80587, -0.20890], [0.99951, 0.39444, -1.85553], [1.45031, 2.10658, -2.01367], [-2.34447, 1.52143, -1.87973], [0.15018, 1.48850, -2.99431], [0.62059, -1.01036, 0.92547], [0.88712, -2.51176, 0.90942], [0.06537, -0.54380, 2.26389], [1.55765, -0.47789, 0.72562], [-0.04532, -0.72661, 0.11616], [-0.06039, -3.01620, 1.11439], [0.55050, -1.08942, 3.07593], [1.54406, -2.78729, 1.73044], [1.22454, -2.90343, -0.04240], [0.10433, 0.53221, 2.40775], [-0.97483, -0.87882, 2.37790]], "forces_ev_per_angstrom": [[-0.2698, 0.1369, -0.0179], [1.0379, -0.1498, -0.7887], [-0.4756, 0.9699, -0.1579], [-0.3331, -0.0789, 0.2180], [0.5013, 0.1173, -0.0258], [-0.1030, -0.3592, 0.4363], [-0.2580, 0.0112, -0.0110], [0.0575, -0.2487, -0.1190], [-0.0018, -0.1842, 0.1516], [-0.2846, 0.1617, 0.3878], [0.1110, -0.2871, -0.1026], [0.7027, 0.1948, -0.0930], [-0.9873, 0.1032, 0.3699], [-0.6569, -0.8795, 0.0870], [0.0009, -0.0240, 0.0076], [-0.1701, -0.0695, -0.0885], [-0.0565, -0.1429, 0.0189], [0.4119, 0.4205, 0.1015], [0.3314, -0.0879, -0.1337], [0.3620, 0.0925, -0.1164], [0.0937, 0.0192, 0.0876], [-0.0136, 0.2846, -0.2117]]}

***

[2]
{"formula": "C6H16", "method": "wB97M-V/def2-TZVPD", "homo_lumo_gap_ev": [11.86, 4.38], "multiplicity": 2, "total_charge": 1, "e_above_lowest_kcal_mol": 12.3, "s_squared": 0.75, "homo_ev": [-14.98, -14.87], "lumo_ev": [-3.1186, -10.4928], "molar_mass_g_mol": 88.19, "species": ["C", "C", "C", "H", "H", "H", "H", "H", "H", "H", "H", "C", "C", "C", "H", "H", "H", "H", "H", "H", "H", "H"], "coordinates": [[-2.02301, -1.28886, -0.12153], [-0.97837, -1.70964, 0.82406], [-1.68532, -1.17091, -1.56766], [-2.99495, -1.76269, 0.08874], [-2.23139, -0.15831, 0.14102], [-1.14545, -1.39128, 1.86309], [-2.36388, -1.78127, -2.17676], [-1.93255, -0.18008, -1.98779], [0.05065, -1.51480, 0.53437], [-1.09158, -2.82125, 0.90920], [-0.63936, -1.40563, -1.75597], [1.50490, 0.72260, 0.33457], [0.43973, 1.65358, -0.22727], [2.69750, 1.56889, 0.83197], [1.15933, 0.16873, 1.21051], [1.82945, 0.06835, -0.47045], [-0.53903, 1.16145, -0.37003], [2.86234, 2.44385, 0.20083], [2.49648, 1.93000, 1.83696], [0.70405, 1.86942, -1.24974], [0.25031, 2.58825, 0.27227], [3.63015, 1.00962, 0.87962]], "forces_ev_per_angstrom": [[0.5132, -1.1268, -0.5234], [0.1781, 0.1767, 0.3366], [-0.0397, 0.0263, 0.1022], [-0.2395, 0.6393, 0.1669], [-0.1230, 0.1276, 0.1138], [-0.1263, -0.1152, -0.0456], [-0.2272, -0.2221, 0.0909], [0.1973, 0.0938, -0.1160], [-0.0729, 0.0789, -0.1729], [-0.0733, -0.0281, 0.0255], [0.0461, 0.3015, -0.0641], [0.4098, 1.2058, 0.4082], [-0.6484, -0.8986, -0.6261], [0.0451, -0.0686, -0.0193], [-0.1049, -0.2843, -0.1755], [-0.0259, -0.3893, 0.1317], [-0.0388, -0.0559, 0.3434], [-0.0024, -0.1029, -0.0797], [-0.0528, 0.1248, 0.0821], [0.2494, 0.4411, -0.4445], [0.1792, 0.2004, 0.5183], [-0.0431, -0.1242, -0.0524]]}

***

[3]
{"formula": "C6H16BrMnO2", "method": "wB97M-V/def2-TZVPD", "homo_lumo_gap_ev": [5.99, 5.45], "multiplicity": 6, "total_charge": 1, "e_above_lowest_kcal_mol": 262.8, "s_squared": 8.76, "homo_ev": [-12.56, -12.58], "lumo_ev": [-6.5760, -7.1381], "molar_mass_g_mol": 255.03, "species": ["Mn", "Br", "C", "C", "C", "O", "H", "H", "H", "H", "H", "H", "H", "H", "C", "C", "C", "O", "H", "H", "H", "H", "H", "H", "H", "H"], "coordinates": [[1.33882, -0.58699, -3.27836], [0.91673, -0.28774, -1.45689], [-1.27443, -0.43082, 0.33455], [-2.30130, -0.80683, -0.64337], [-3.36550, 0.28902, -0.95617], [-1.53865, -0.99180, -1.79941], [-1.79057, -0.41082, 1.29439], [-0.90536, 0.57967, 0.15911], [-0.40024, -1.08146, 0.35836], [-2.75984, -1.78975, -0.53514], [-3.98964, 0.40468, -0.07008], [-4.00207, -0.07876, -1.76093], [-3.00004, 1.28986, -1.18608], [-0.67384, -0.63179, -1.58946], [2.17097, -0.86775, 1.25125], [1.60752, 0.54033, 1.42907], [2.39872, 1.55208, 0.58480], [0.36768, 0.46484, 0.82178], [2.32233, -1.18456, 0.21934], [1.60109, -1.60726, 1.81381], [3.22803, -0.85910, 1.51706], [1.64917, 0.78596, 2.49022], [3.44866, 1.63587, 0.86531], [2.08064, 2.58959, 0.68723], [2.42644, 1.39883, -0.49402], [0.44467, 0.08466, -0.05638]], "forces_ev_per_angstrom": [[2.4205, -1.9412, -11.4837], [3.7886, 1.1266, 3.9130], [-5.1860, -1.5536, 0.6246], [-1.3374, 0.3548, -1.5015], [-0.1561, -1.1008, 1.0442], [-0.0811, -0.7204, -2.8670], [0.6679, 0.1005, 0.4356], [-3.2017, -0.1061, -1.0094], [-1.8409, -1.4167, 0.1461], [-0.4826, 0.1557, 0.7469], [-0.2275, 0.0176, 0.0285], [0.0424, 0.1605, -0.0462], [0.5053, -0.2280, -0.1396], [-3.1952, -0.6768, -0.5678], [1.7997, 0.0126, 0.5901], [2.4811, -0.4799, -2.2438], [1.4310, 1.1540, 0.7132], [4.1422, 4.5945, 6.0675], [-0.5845, -0.0339, 0.0792], [0.1824, -0.0236, -0.0494], [0.0115, -0.2584, 0.8625], [-0.7841, 0.2521, -0.1548], [0.2041, -0.3617, 0.1959], [-0.6137, -0.0930, 0.2586], [-0.1460, -0.3599, 0.2058], [0.1600, 1.4251, 4.1516]]}

***

[4]
{"formula": "C6H16BrO6S2", "method": "wB97M-V/def2-TZVPD", "homo_lumo_gap_ev": 7.07, "multiplicity": 1, "total_charge": -1, "e_above_lowest_kcal_mol": 5.7, "homo_ev": -4.55, "lumo_ev": 2.5126, "molar_mass_g_mol": 328.23, "species": ["Br", "O", "S", "O", "O", "C", "C", "C", "H", "H", "H", "H", "H", "H", "H", "H", "O", "S", "O", "O", "C", "C", "C", "H", "H", "H", "H", "H", "H", "H", "H"], "coordinates": [[-0.12349, 1.75904, -2.61143], [-0.55077, 0.03241, 1.83980], [-1.56490, -0.57317, 1.04798], [-1.25720, -1.64962, 0.16921], [-2.65129, -1.10444, 2.08197], [-3.57602, -2.11579, 1.62554], [-4.73285, -2.11561, 2.59127], [-2.45477, 0.67493, 0.20792], [-3.03354, -3.06085, 1.63924], [-3.87106, -1.91016, 0.59621], [-5.52991, -2.76840, 2.22526], [-5.16921, -1.11906, 2.66086], [-4.44396, -2.47800, 3.57542], [-2.76571, 1.44143, 0.91102], [-3.33038, 0.23980, -0.27351], [-1.80437, 1.07588, -0.57414], [4.28153, -1.04624, -1.79020], [3.66118, -0.55557, -0.59575], [4.12648, -0.98224, 0.68213], [3.77902, 1.02432, -0.56257], [3.66351, 1.70752, -1.83699], [3.35830, 3.15678, -1.55452], [1.91313, -0.72037, -0.68425], [2.87661, 1.25412, -2.44396], [4.59453, 1.55745, -2.38784], [3.56609, 3.75702, -2.43944], [3.93665, 3.50294, -0.69765], [2.29697, 3.25601, -1.31952], [1.54851, -0.27566, 0.23733], [1.67305, -1.77918, -0.74585], [1.58386, -0.18527, -1.57354]], "forces_ev_per_angstrom": [[-0.0409, -0.0072, 0.0881], [0.1628, 0.0691, 0.2283], [-0.1088, 0.3270, 0.1240], [0.1288, -0.3928, -0.4343], [-0.2268, 0.0596, 0.3088], [0.4174, -0.0839, 0.2053], [-0.4713, -0.1014, -0.2831], [-0.2445, 0.0357, -0.4186], [-0.1250, -0.0756, -0.1153], [-0.1239, 0.0460, 0.0349], [0.1167, -0.0825, -0.0410], [0.1188, 0.0371, 0.1527], [0.1006, 0.1696, 0.0500], [0.1571, 0.0064, 0.1043], [0.0422, -0.1081, 0.0294], [0.1884, 0.0988, -0.0531], [0.1278, -0.1633, -0.1448], [-0.4868, 0.4145, -0.0284], [0.2441, -0.2607, 0.3275], [0.1693, 0.0373, -0.0987], [0.1426, -0.0871, -0.4393], [-0.3372, -0.1789, 0.1698], [0.5016, -0.2056, -0.0243], [-0.1380, 0.1038, 0.1568], [0.1017, 0.1004, 0.1941], [0.0526, 0.0593, 0.0432], [0.1623, 0.1058, -0.1316], [0.0293, 0.0324, -0.0306], [-0.2729, -0.0065, -0.0965], [-0.0555, 0.0177, 0.0287], [-0.3328, 0.0328, 0.0938]]}